DFT (wB97M-V/def2-TZVPD) results for a 2-piece molecular cluster, C2H12N4 overall.

SMILES string: NCN.NCN
Kohn-Sham gap (eV): 9.81
Energy relative to the best compared isomer or geometry (same formula, charge and spin) (kcal/mol): 35.69
LUMO energy (eV): 1.054

The geometry in ORCA input format:
```
! RIJCOSX wB97M-V def2-TZVPD def2/J DEFGRID3
* xyz 0 1
N 0.88020 1.17669 -1.45801
C 1.77083 2.00244 -0.60007
N 3.13741 2.12281 -1.07469
H 0.49560 1.73706 -2.37382
H 1.32123 0.41185 -2.08869
H 1.34368 2.96989 -0.42151
H 1.90787 1.40549 0.31974
H 3.95123 2.32851 -0.50579
H 3.24692 2.57243 -1.92392
N -1.68307 -1.48237 -0.22380
C -2.28396 -1.38566 1.23276
N -2.26680 -2.79388 1.81889
H -1.38763 -2.40302 -0.35083
H -0.86476 -0.85519 -0.05069
H -1.57356 -0.72419 1.81314
H -3.27697 -0.96966 1.28545
H -1.53098 -2.98897 2.51893
H -3.18723 -3.12423 2.08292
*
```